[1]
Density functional theory data (ωB97M-V/def2-TZVPD) for a cluster of 2 separate species, C18H19F3O4S in total.

Gap between HOMO and LUMO (eV): 4.554
LUMO level (eV): -1.582
Net charge: 0

Structure (XYZ):
```
45
Properties=species:S:1:pos:R:3:forces:R:3:mulliken_charge:R:1
C 1.873735 5.199676 1.539965 -0.22 -0.15 -0.31 -0.8228
O 0.796643 4.770724 0.674668 0.60 -0.50 -0.18 -0.4202
C 0.976614 3.613217 -0.015817 0.04 -0.21 -0.05 0.9236
C -0.129956 3.136433 -0.770053 0.37 0.39 0.51 -0.6935
C -0.066376 1.890217 -1.344712 0.40 -0.74 0.05 -0.3398
C 1.110531 1.092004 -1.235775 0.36 0.31 0.40 0.5495
C 1.177525 -0.187304 -1.860373 -0.42 -0.49 0.07 -0.4233
O 2.328417 -0.746168 -2.127163 0.06 0.99 0.06 -0.2394
C 2.593786 -1.414600 -3.389638 -0.41 -0.43 0.07 -0.6291
C 2.236943 1.618206 -0.559610 -0.24 0.10 -0.29 -0.6961
C 2.187297 2.871802 0.015259 -0.37 0.39 0.33 -0.4367
H 1.478910 6.058200 2.081745 0.09 -0.12 -0.08 0.2407
H 2.159955 4.404910 2.243435 -0.19 0.20 -0.17 0.3651
H 2.753682 5.493927 0.950995 -0.25 -0.02 0.12 0.3332
H -1.023478 3.761041 -0.835713 0.29 -0.26 0.05 0.4162
H -0.907327 1.470372 -1.896672 0.09 0.23 0.17 0.4117
H 0.262766 -0.654665 -2.227117 0.23 0.07 -0.27 0.4963
H 3.667326 -1.603216 -3.382466 -0.20 0.04 0.03 0.2377
H 2.034379 -2.353919 -3.436254 0.06 0.21 0.02 0.2891
H 2.331860 -0.763576 -4.234982 0.03 -0.08 0.38 0.3259
H 3.142857 1.018956 -0.484248 -0.20 0.14 -0.07 0.4366
H 3.059799 3.281221 0.533283 -0.39 -0.31 -0.22 0.3644
C -4.975504 -0.088420 2.069299 -0.33 0.07 0.15 -1.3331
C -3.633997 -0.659178 1.743785 0.35 -0.18 0.01 1.0366
C -2.492329 -0.378253 2.514615 -0.15 -0.05 -0.34 -0.5393
C -1.244611 -0.842252 2.123401 0.14 -0.52 -0.85 -0.8605
C -1.098780 -1.627543 0.932733 -1.53 0.33 0.51 0.9049
C 0.165145 -1.996955 0.434542 1.30 -0.22 -0.97 -0.5732
S 0.288211 -3.326117 -0.657031 -0.04 0.86 1.05 0.8274
C 2.050131 -3.825979 -0.308070 -0.04 -0.14 0.25 0.6056
F 2.458052 -4.713567 -1.230133 -0.01 0.41 0.48 -0.2317
F 2.870222 -2.744800 -0.347098 -0.26 -0.84 0.07 -0.1874
F 2.125165 -4.389173 0.917814 0.22 0.39 -0.92 -0.2240
O -0.526622 -4.462662 -0.293910 0.33 0.17 -0.46 -0.6639
O 0.273233 -2.881081 -2.040434 0.06 -0.69 -0.16 -0.6533
C -2.290132 -2.008007 0.247862 0.50 0.29 0.29 -0.7311
C -3.511835 -1.512813 0.641069 -0.03 0.23 0.36 -0.8765
H -5.695326 -0.422808 1.315219 -0.02 0.15 0.19 0.3279
H -5.333276 -0.420250 3.049985 0.00 0.06 -0.07 0.3052
H -4.964652 1.008019 2.073973 -0.02 -0.14 0.00 0.3015
H -2.594317 0.218995 3.425422 0.05 -0.14 -0.29 0.3562
H -0.339163 -0.647155 2.702265 -0.33 0.10 -0.07 0.3660
H 1.081844 -1.757130 0.963204 -0.13 -0.17 -0.04 0.5954
H -2.252733 -2.686555 -0.599297 0.08 0.17 0.07 0.3253
H -4.404617 -1.793776 0.082032 0.15 0.09 0.11 0.2332
```
Positions in Å, forces in eV/Å.

=====

[2]
Density functional theory data (ωB97M-V/def2-TZVPD) for a structure of composition C13H22N2O3RuSi2.

Gap between HOMO and LUMO (eV): 8.106
LUMO level (eV): 0.329
Net charge: 0

Structure (XYZ):
```
43
Properties=species:S:1:pos:R:3:forces:R:3:mulliken_charge:R:1
Ru -1.264542 -0.796284 0.529043 -1.87 0.77 1.36 0.0178
C 0.954446 -2.411564 -1.836815 0.05 0.00 0.04 -1.1781
Si -0.199988 -0.966748 -1.494120 -0.42 -0.20 -0.22 0.8768
C -1.665701 -1.093164 -2.703895 0.11 -0.03 -0.16 -1.3042
C 0.756512 0.615993 -1.992430 0.09 -0.06 0.03 0.5244
C 1.454172 0.702046 -3.199095 -0.02 0.03 -0.03 -0.4758
C 2.127411 1.860812 -3.560401 -0.01 -0.01 0.01 -0.6854
C 2.138210 2.959276 -2.709912 0.00 -0.01 0.00 -0.5282
C 1.473686 2.891318 -1.495382 0.03 0.00 0.01 -0.6857
C 0.782798 1.732834 -1.137919 -0.06 0.01 -0.03 -0.1948
Si -0.092087 1.497946 0.461316 0.32 -0.04 -0.37 1.0212
C -1.970216 1.634982 0.394025 0.16 -0.11 -0.03 -1.1898
C 2.160038 1.246111 2.990559 0.01 -0.06 0.01 -1.4740
H 1.159630 -2.488011 -2.908444 0.02 0.00 0.01 0.3368
H 0.492959 -3.347614 -1.515009 0.00 0.00 -0.01 0.2988
H 1.908801 -2.305801 -1.317896 -0.02 -0.01 0.04 0.2905
H -1.423369 -1.711352 -3.574277 0.02 0.04 0.00 0.3540
H -1.950081 -0.104935 -3.072992 -0.02 0.00 0.04 0.3442
H -2.542861 -1.533678 -2.225181 0.02 -0.02 0.02 0.3091
H 1.470851 -0.145962 -3.875841 0.00 0.00 0.00 0.2978
H 2.651886 1.906995 -4.507045 0.00 0.00 0.00 0.3945
H 2.672198 3.858433 -2.989799 0.00 0.00 0.00 0.3943
H 1.505516 3.737932 -0.818007 -0.01 0.00 -0.01 0.4410
H -2.146090 2.348177 -0.415621 0.01 0.04 0.03 0.3587
H -2.282983 2.039894 1.355393 -0.01 0.04 -0.02 0.3479
H -2.649975 0.793064 0.167377 0.11 0.03 -0.10 0.4495
H 2.256558 2.048107 3.722744 0.00 0.01 -0.02 0.3546
H 2.847474 1.428829 2.167436 -0.01 -0.01 -0.01 0.3644
H 2.424108 0.298265 3.458907 0.00 -0.01 0.00 0.3523
N -0.279942 -0.336301 4.010821 0.04 -0.03 -0.01 -0.6878
N -0.304688 0.969061 3.442955 0.08 -0.11 0.04 -0.1511
C 0.743178 1.221789 2.472397 -0.05 -0.03 0.05 0.9947
O 0.439831 2.420696 1.768981 -0.09 0.07 0.11 -0.6360
O 0.606345 0.258416 1.407572 0.09 -0.45 -0.15 -0.5844
H -0.643635 -0.970735 3.306360 0.01 0.03 0.04 0.2748
H 0.672114 -0.635184 4.212157 -0.01 0.00 0.01 0.2963
H -0.235626 1.634633 4.203356 -0.10 0.09 -0.07 0.3345
C -2.185486 -3.960173 1.348163 -0.15 0.02 -0.06 -1.3321
C -2.115284 -2.532148 0.946970 0.85 0.36 -0.36 0.6298
O -3.110623 -1.810462 0.717415 0.83 -0.35 -0.19 -0.5417
H -2.438493 -4.540128 0.456179 0.01 -0.01 0.00 0.3314
H -2.973247 -4.119774 2.086623 0.00 0.01 -0.01 0.3808
H -1.223808 -4.295591 1.723335 -0.01 -0.02 0.01 0.2780
```
Positions in Å, forces in eV/Å.